This record from the OMol25 dataset describes a single C5H14N2O molecule at a distorted geometry. The level of theory is ωB97M-V/def2-TZVPD.

Cartesian coordinates (Å):
C: 1.8880 -0.9782 1.2811
N: 0.4569 -1.1682 1.3069
C: -0.3032 -0.3390 0.3642
C: -0.0961 1.2219 0.3662
C: -1.4648 1.8507 -0.1000
O: 0.8029 1.5299 -0.6925
C: -0.0058 -0.8414 -1.1269
N: -1.3462 -1.4567 -1.5222
H: 2.3846 -1.1092 2.3006
H: 2.3502 -1.5442 0.3976
H: 2.3446 0.0764 0.9496
H: 0.2145 -1.0657 2.2752
H: -1.4702 -0.5053 0.5617
H: 0.3978 1.5057 1.2356
H: -2.1442 1.4575 0.6015
H: -1.6847 1.6278 -1.1652
H: -1.5174 2.9483 -0.1892
H: 1.1380 2.4122 -0.6205
H: 0.7442 -1.6449 -0.9568
H: 0.1608 0.0015 -1.7981
H: -1.4525 -2.2348 -0.9713
H: -1.3973 -1.7442 -2.4973

Atoms 1-3, force components in eV/Å:
C 3.1 1.6 -1.6
N 0.4 0.7 0.0
C -1.6 0.3 -0.7

Properties
Strongest force on any atom = 3.801 eV Å⁻¹
Gap between HOMO and LUMO = 0.3416 Ha
LUMO = 0.835 eV
SMILES = CN[C@H](CN)[C@H](C)O
Spin multiplicity = 1

=====

This record from the OMol25 dataset describes 11 unconnected molecules or ions with the total composition C18H58N4O11 at a distorted geometry. The level of theory is ωB97M-V/def2-TZVPD.

Cartesian coordinates (Å):
C: 20.5560 -17.1880 -18.6450
C: 21.8450 -16.6740 -18.2870
O: 21.7350 -15.6590 -17.3040
H: 19.9090 -17.3770 -17.8140
H: 20.5580 -18.1090 -19.2570
H: 20.0310 -16.3540 -19.2030
H: 22.2710 -16.1900 -19.1480
H: 22.5960 -17.4240 -18.1400
H: 20.9400 -15.0810 -17.3580
C: 20.7130 -13.7430 -21.1990
C: 19.8970 -12.5180 -21.5290
O: 18.5800 -12.9120 -21.4030
H: 20.5310 -14.1760 -20.2640
H: 21.7120 -13.4550 -21.1580
H: 20.5690 -14.5320 -21.8580
H: 19.8110 -12.3220 -22.6110
H: 20.2270 -11.6870 -20.8610
H: 18.3440 -12.9420 -20.4330
C: 17.0470 -16.7300 -22.1680
C: 18.1020 -16.6310 -21.0060
O: 17.5760 -17.2240 -19.8250
H: 16.8050 -17.7980 -22.3810
H: 17.4060 -16.1910 -23.0680
H: 16.0970 -16.2320 -21.9770
H: 18.3830 -15.5560 -20.8580
H: 19.1220 -17.0870 -21.2200
H: 17.6830 -18.1940 -19.7260
C: 16.2360 -20.2470 -20.2940
C: 16.9010 -20.4780 -18.9150
O: 18.0360 -19.6260 -18.8160
H: 17.0320 -20.3000 -21.0240
H: 15.7380 -19.3000 -20.4290
H: 15.5540 -21.0630 -20.5260
H: 17.2650 -21.5350 -18.9390
H: 16.2480 -20.1870 -18.0780
H: 18.3080 -19.6680 -17.9150
C: 24.4150 -12.1050 -18.7280
C: 22.9860 -12.4120 -18.3170
O: 22.3310 -11.4260 -17.6720
H: 24.4780 -11.2840 -19.4700
H: 24.8040 -12.8710 -19.2490
H: 25.0990 -11.9840 -17.9390
H: 22.8620 -13.3410 -17.8160
H: 22.4380 -12.7270 -19.2420
H: 22.8080 -11.0530 -16.9330
C: 17.4540 -16.6870 -16.2740
C: 17.8840 -15.3330 -16.8580
O: 17.4820 -15.1890 -18.2150
H: 17.8680 -17.4640 -16.8860
H: 16.3760 -16.9000 -16.2800
H: 17.8610 -16.8220 -15.2440
H: 18.9240 -15.4820 -16.9170
H: 17.6910 -14.5260 -16.2660
H: 17.7860 -15.9480 -18.7620
C: 21.2680 -12.2610 -13.4240
C: 20.9270 -12.8750 -14.8500
O: 19.5000 -13.2080 -14.9900
H: 21.2860 -12.9650 -12.6570
H: 20.6940 -11.4070 -13.1270
H: 22.2790 -11.9160 -13.4380
H: 21.5070 -13.7360 -14.9740
H: 21.2800 -12.2730 -15.6700
H: 19.1310 -12.3860 -15.3540
C: 19.2690 -12.4500 -18.2010
O: 20.0880 -13.5050 -17.9200
N: 19.7250 -11.2460 -18.1810
N: 17.9970 -12.5170 -18.4060
H: 20.7570 -11.2440 -17.9800
H: 19.3820 -10.3930 -18.6130
H: 17.6850 -13.5590 -18.4330
H: 17.3540 -11.7780 -18.5340
C: 20.7820 -18.0230 -14.7350
O: 21.5370 -18.8660 -15.4220
N: 19.9630 -18.3660 -13.7870
N: 20.8450 -16.7560 -14.9410
H: 19.9030 -19.3520 -13.6270
H: 19.5080 -17.7210 -13.0810
H: 21.4170 -16.4800 -15.7750
H: 20.2310 -16.0950 -14.3150
C: 19.3970 -20.7820 -16.3100
O: 18.6370 -19.6300 -16.1980
H: 19.8860 -21.1100 -15.3790
H: 20.1830 -20.4850 -17.0240
H: 18.9520 -21.6150 -16.8000
H: 19.0320 -19.0990 -15.5420
C: 24.2010 -16.7330 -14.9810
O: 24.2340 -16.0700 -16.2050
H: 23.5090 -17.5520 -15.0050
H: 24.0330 -16.0630 -14.1100
H: 25.1850 -16.9320 -14.6650
H: 23.4050 -15.8730 -16.5780

Atoms 1-3, force components in eV/Å:
C -2.9 0.0 -1.9
C 1.3 1.4 -1.1
O 0.6 -0.1 1.3

Properties
Strongest force on any atom = 6.451 eV Å⁻¹
Gap between HOMO and LUMO = 0.3555 Ha
LUMO = 0.387 eV
SMILES = NC(N)=O.NC(N)=O.CCO.CCO.CCO.CCO.CCO.CCO.CCO.CO.CO
Spin multiplicity = 1

=====

This record from the OMol25 dataset describes a single C12H16N4O3S molecule at a distorted geometry. The level of theory is ωB97M-V/def2-TZVPD.

Cartesian coordinates (Å):
C: 1.0417 1.6608 -5.8821
C: 0.9468 1.5561 -4.3662
H: 1.2456 2.4965 -3.9028
H: -0.0854 1.3571 -4.0735
C: 1.8439 0.4418 -3.8274
C: 1.8097 0.3839 -2.3481
N: 1.6830 1.3740 -1.5148
N: 1.7113 0.8966 -0.2562
C: 1.8644 -0.3951 -0.3313
N: 1.9299 -0.7881 -1.6415
N: 2.0595 -2.0659 -2.1702
H: 3.0266 -2.3821 -2.1075
H: 1.4790 -2.7128 -1.6397
S: 1.9793 -1.5395 0.9717
C: 1.7139 -0.3842 2.3735
C: 0.2783 -0.1046 2.5777
C: -0.5585 0.7837 1.9484
C: -1.8229 0.6051 2.5355
C: -1.6726 -0.3832 3.4818
C: -2.6330 -0.9825 4.4098
O: -2.3888 -1.8521 5.2074
O: -3.8502 -0.4270 4.2595
C: -4.8599 -0.9341 5.1204
H: -4.5795 -0.7832 6.1650
H: -5.0052 -2.0026 4.9480
H: -5.7650 -0.3814 4.8831
O: -0.3923 -0.8125 3.4991
H: -2.7301 1.1245 2.3067
H: -0.2770 1.4633 1.1700
H: 2.1400 -0.8847 3.2413
H: 2.2602 0.5205 2.1144
H: 1.5369 -0.5325 -4.2153
H: 2.8746 0.6209 -4.1494
H: 2.0613 1.8856 -6.1874
H: 0.3926 2.4518 -6.2488
H: 0.7419 0.7258 -6.3512

Atoms 1-3, force components in eV/Å:
C -0.1 0.0 0.2
C 0.2 -0.1 -0.1
H -0.1 0.0 0.0

Properties
Strongest force on any atom = 1.368 eV Å⁻¹
Gap between HOMO and LUMO = 0.3256 Ha
LUMO = 0.352 eV
SMILES = CCCc1nnc(SCc2ccc(C(=O)OC)o2)n1N
Spin multiplicity = 1

=====

This record from the OMol25 dataset describes 13 unconnected molecules or ions with the total composition C18H62N4O13 at a distorted geometry. The level of theory is ωB97M-V/def2-TZVPD.

Cartesian coordinates (Å):
C: 3.4495 -0.1350 1.9192
C: 4.7295 0.2300 2.6092
O: 5.8135 -0.0610 1.8162
H: 3.5515 -1.1940 1.6622
H: 3.5215 0.4080 0.9782
H: 2.5395 0.1950 2.3692
H: 4.8635 -0.3830 3.5112
H: 4.9365 1.2540 2.9742
H: 6.4755 0.6110 2.0132
C: 0.2765 3.0530 -4.7078
C: -0.5315 1.8520 -4.9738
O: -0.6335 1.2410 -3.7458
H: 1.2665 2.7340 -4.4008
H: -0.0945 3.7270 -3.9258
H: 0.4675 3.6300 -5.6158
H: -0.0535 1.1770 -5.6968
H: -1.4455 2.3090 -5.2528
H: 0.1455 0.6820 -3.6268
C: -0.1565 -0.6100 4.2622
C: 1.1625 -1.3410 4.1472
O: 2.1795 -0.5450 4.7622
H: -0.3785 -0.2340 5.2422
H: -0.8235 -1.3470 3.9662
H: -0.1775 0.2020 3.5812
H: 1.3235 -1.5500 3.1512
H: 1.2685 -2.3230 4.6312
H: 2.9355 -0.8740 4.2502
C: -3.4605 -2.2920 -2.9408
C: -2.1815 -1.4970 -2.4888
O: -1.5685 -2.0850 -1.3568
H: -3.3795 -3.3620 -2.9708
H: -3.6615 -2.0450 -3.9198
H: -4.3555 -2.0620 -2.3228
H: -2.4025 -0.4110 -2.3538
H: -1.4995 -1.6260 -3.3298
H: -1.0625 -1.3500 -1.1098
C: -4.0975 -0.3810 0.8842
C: -5.3895 -0.7810 1.5052
O: -6.3405 -1.1330 0.5302
H: -3.8845 -1.0750 0.0272
H: -3.4125 -0.4610 1.6562
H: -4.2115 0.6840 0.7042
H: -5.7695 -0.0080 2.1892
H: -5.3475 -1.7330 2.1152
H: -7.0645 -1.6120 0.9192
C: -1.8665 -3.5000 1.9492
O: -3.1485 -3.0660 1.8762
N: -1.3295 -3.8120 3.1122
N: -1.1195 -3.6640 0.8692
H: -1.8835 -3.7220 3.9442
H: -0.3465 -3.9670 3.3432
H: -1.4195 -3.1240 0.0082
H: -0.1685 -4.0630 0.8582
C: 1.9815 -0.4910 -2.6788
O: 2.5915 0.0770 -1.5538
N: 1.9665 0.0510 -3.8728
N: 1.4975 -1.6490 -2.7638
H: 2.4295 0.9720 -3.8608
H: 2.1215 -0.4170 -4.6998
H: 1.7355 -2.3240 -2.0178
H: 1.0545 -1.8800 -3.6138
C: 0.2145 -0.4060 0.5692
O: -0.0495 0.2530 -0.6278
H: 0.8555 -1.3110 0.3772
H: -0.5825 -0.6820 1.2312
H: 0.7705 0.3800 1.0912
H: 0.7975 0.2310 -1.0908
C: 2.7325 2.9120 1.9512
O: 2.0835 4.1520 2.1092
H: 3.7535 3.0030 1.6222
H: 2.2195 2.2020 1.3012
H: 2.8255 2.5190 2.9442
H: 2.5575 4.7420 1.4512
C: -2.8645 1.8680 -1.1918
O: -2.1455 2.6900 -2.1348
H: -3.2985 2.6390 -0.5138
H: -2.2935 1.1950 -0.6188
H: -3.7055 1.4020 -1.6718
H: -1.6165 2.1120 -2.6698
C: 2.4405 -3.4670 0.3282
O: 1.5725 -3.6550 -0.7778
H: 2.7125 -4.5300 0.4052
H: 2.0595 -3.1570 1.3212
H: 3.3185 -2.9540 0.1032
H: 1.3645 -4.6270 -0.8388
C: 1.2735 3.1200 -1.5768
O: 1.7425 4.2390 -2.2438
H: 1.7205 2.8680 -0.5728
H: 1.4875 2.2070 -2.1178
H: 0.2295 3.1400 -1.4558
H: 1.0845 4.9240 -2.1388
C: -1.0175 2.6110 1.6352
O: -0.4155 3.3150 2.7272
H: -1.9935 3.0660 1.4432
H: -1.1875 1.6130 2.0302
H: -0.5505 2.6070 0.6942
H: 0.2825 3.8800 2.3732

Atoms 1-3, force components in eV/Å:
C 1.4 0.7 -1.4
C 0.2 0.3 2.7
O 1.7 -0.3 -1.7

Properties
Strongest force on any atom = 8.191 eV Å⁻¹
Gap between HOMO and LUMO = 0.3220 Ha
LUMO = -0.224 eV
Spin multiplicity = 1

=====

This record from the OMol25 dataset describes 2 unconnected molecules or ions with the total composition C3H11N3O. The level of theory is ωB97M-V/def2-TZVPD.

Cartesian coordinates (Å):
C: 1.4090 0.4868 -0.6778
N: 0.1961 1.2884 -0.5173
C: -0.3233 1.8203 -1.7696
H: 1.8949 0.6696 -1.6413
H: 2.1165 0.7508 0.1071
H: 1.2117 -0.5840 -0.5932
H: 0.3852 2.0579 0.1002
H: 0.3798 2.4522 -2.3245
H: -1.1996 2.4384 -1.5654
H: -0.6665 1.0043 -2.4052
N: -0.1408 -2.5895 1.5553
C: -0.3893 -1.2258 1.7050
N: -1.4397 -0.7147 0.9814
O: 0.2967 -0.5522 2.4418
H: 0.4826 -2.9009 2.2852
H: -0.9470 -3.1488 1.3541
H: -2.0404 -1.3748 0.5197
H: -1.2258 0.1222 0.4446

Atoms 1-3, force components in eV/Å:
C 0.2 0.1 0.1
N -0.1 0.0 -0.3
C -0.4 0.1 0.1

Properties
Strongest force on any atom = 0.699 eV Å⁻¹
Gap between HOMO and LUMO = 0.3682 Ha
LUMO = 0.905 eV
SMILES = NC(N)=O.CNC
Spin multiplicity = 1

=====

This record from the OMol25 dataset describes a single C2H4N4S molecule at a distorted geometry. The level of theory is ωB97M-V/def2-TZVPD.

Cartesian coordinates (Å):
C: -1.7717 -1.6134 0.1316
C: -1.8666 -0.0732 0.1996
N: -0.7895 -2.3217 0.0161
N: -0.7100 0.4929 0.4001
N: 0.3714 -0.1391 0.7111
N: 1.4804 0.5315 0.2691
S: -3.3047 0.7238 0.0011
H: -2.8255 -2.1502 0.1906
H: -0.8774 1.4761 0.3413
H: 1.4436 0.7055 -0.7157
H: 2.2123 0.0663 0.7650

Atoms 1-3, force components in eV/Å:
C -3.6 0.4 0.3
C -2.1 -2.8 -0.3
N 1.5 -0.5 -0.1

Properties
Strongest force on any atom = 3.683 eV Å⁻¹
Gap between HOMO and LUMO (spin up / spin down) = 0.2817 / 0.2872 Ha
LUMO (spin up / spin down) = -0.491 / -1.072 eV
Spin multiplicity = 1